This record from the OMol25 dataset describes 2 unconnected molecules or ions with the total composition C3H8NO3 at a distorted geometry. The level of theory is wB97M-V/def2-TZVPD.

CARTESIAN COORDINATES (ANGSTROEM)
1 C 1.9933 0.4438 0.7809
2 N 1.9693 -0.1765 -0.3807
3 C 0.8268 -0.2426 -1.3040
4 C -0.5182 0.6397 -0.8852
5 O -1.5816 0.1917 -1.5195
6 O 3.0656 0.7691 1.3337
7 H 0.9493 0.4960 1.2326
8 H 2.8394 -0.2547 -0.9069
9 H 0.3660 -1.2440 -1.3053
10 H 1.1735 0.2849 -2.3081
11 H -0.4215 1.8011 -1.1495
12 H -0.5942 0.7516 0.2095
13 H -4.0451 -0.7451 2.0618
14 H -2.6657 -1.4701 1.7022
15 O -3.3570 -1.2449 2.4387

Forces on the atoms, in the same order (eV/Å):
0.984 0.051 1.736
0.057 -0.379 -2.340
-1.512 2.455 -0.300
0.238 1.709 -1.225
-0.301 -0.872 0.080
-1.605 -0.086 -0.215
1.314 0.397 -0.216
0.026 0.163 0.900
0.575 0.307 -0.790
-0.840 -1.871 1.757
1.028 -1.263 0.164
-0.004 -0.664 0.541
-1.004 0.949 -1.153
-2.235 0.990 1.819
3.279 -1.884 -0.759

As for the HOMO-LUMO gap: 6.7 eV. The calculation puts the energy above the lowest of the compared OMol25 structures with the same formula, charge and spin at 3.4147 eV. As for the net charge: -1. The strongest force on any atom comes out at 3.86 eV/A.


This record from the OMol25 dataset describes 4 unconnected molecules or ions with the total composition C2H11NO3 at a distorted geometry. The level of theory is wB97M-V/def2-TZVPD.

CARTESIAN COORDINATES (ANGSTROEM)
1 C 1.5695 -0.4230 -0.4592
2 N 0.3830 -0.4977 -0.0375
3 C -0.0050 0.4040 1.0565
4 H 1.8641 -0.7623 -1.4507
5 H 2.3695 -0.0401 0.1904
6 H -0.0993 1.3949 0.6185
7 H 0.7094 0.3870 1.8806
8 H -1.0194 0.1745 1.3731
9 O 2.0163 -2.2798 2.8739
10 H 1.8303 -2.5791 1.9803
11 H 1.5722 -1.4315 2.9818
12 O -1.6498 -0.0876 -1.9519
13 H -0.8374 -0.2346 -1.4189
14 H -1.9107 -0.9785 -2.2020
15 O -1.9302 2.7485 -1.3887
16 H -1.7237 1.8716 -1.7449
17 H -2.2539 3.2344 -2.1538

Forces on the atoms, in the same order (eV/Å):
0.442 -0.229 0.851
-0.243 1.045 -1.020
-0.228 -0.650 -0.196
-0.156 -0.476 0.172
-0.008 0.396 -0.297
0.289 0.192 0.105
-0.025 0.204 0.102
0.146 -0.322 0.311
0.119 0.060 0.173
-0.131 0.108 -0.052
-0.012 -0.182 -0.132
0.418 -0.050 -0.020
-0.361 -0.151 0.061
-0.158 0.095 -0.074
0.156 0.016 -0.155
-0.261 -0.100 0.071
0.013 0.045 0.100

As for the HOMO-LUMO gap: 10.9 eV. The calculation puts the energy above the lowest of the compared OMol25 structures with the same formula, charge and spin at 1.1943 eV. The strongest force on any atom comes out at 1.48 eV/A.


This record from the OMol25 dataset describes C14H14N2O3 in the gas phase at a distorted geometry. The level of theory is wB97M-V/def2-TZVPD.

CARTESIAN COORDINATES (ANGSTROEM)
1 C -1.5518 4.3858 -3.2237
2 C -1.1715 3.3140 -3.6354
3 C -0.6986 2.0106 -4.1366
4 O -1.3980 0.9086 -3.5085
5 N -0.7614 0.4034 -2.3285
6 C -1.3689 -0.4978 -1.6001
7 C -2.7337 -1.0313 -2.0182
8 C -0.7492 -0.9838 -0.3336
9 C -1.1774 -2.1402 0.3270
10 C -0.5686 -2.5775 1.4900
11 C 0.4615 -1.8840 2.1000
12 C 0.9121 -0.6920 1.4816
13 C 0.3131 -0.2775 0.2597
14 N 1.8919 0.0687 2.1262
15 C 2.2190 1.4338 1.6494
16 C 2.5054 -0.4374 3.2677
17 O 3.4394 0.1611 3.8479
18 C 1.9659 -1.6478 3.9790
19 O 0.9559 -2.3891 3.2680
20 H -1.9175 5.3296 -2.8373
21 H -0.7862 1.9666 -5.2537
22 H 0.3811 1.9054 -3.9065
23 H -3.1440 -0.5278 -2.9082
24 H -3.4167 -0.9599 -1.1475
25 H -2.5353 -2.0555 -2.3052
26 H -2.0067 -2.7214 -0.1019
27 H -0.9699 -3.4764 1.9408
28 H 0.6831 0.6093 -0.2430
29 H 2.6356 1.9887 2.4695
30 H 1.3160 2.0184 1.3152
31 H 2.9463 1.3686 0.8450
32 H 2.7833 -2.3274 4.1993
33 H 1.5455 -1.2461 4.9217

Forces on the atoms, in the same order (eV/Å):
0.079 -0.480 -0.121
-0.319 0.744 0.266
0.885 -0.326 0.669
-0.589 -0.956 0.336
0.784 0.047 0.883
-0.815 1.841 -2.446
0.413 0.366 0.403
0.862 0.239 0.356
-0.493 0.158 -0.931
-0.412 -0.273 0.028
-0.036 0.488 -0.427
-1.138 -0.383 -0.772
0.376 -0.360 0.764
0.457 0.171 0.871
-0.709 -0.193 -0.083
1.796 2.465 0.662
-1.881 -1.133 -1.423
-0.881 0.044 -0.637
0.209 0.316 -0.009
0.291 -0.650 -0.299
-0.353 -0.335 1.086
-0.500 0.065 -0.072
0.293 0.007 0.620
0.213 -0.278 -0.658
-0.450 -0.531 0.104
0.462 0.231 0.343
0.255 0.012 0.211
-0.083 -0.095 0.117
0.386 0.002 0.359
0.708 -1.028 0.259
-0.002 0.162 -0.135
0.054 0.021 0.059
0.136 -0.359 -0.384

As for the HOMO-LUMO gap: 8.8 eV. The calculation puts the energy above the lowest of the compared OMol25 structures with the same formula, charge and spin at 5.1461 eV. The strongest force on any atom comes out at 3.17 eV/A.


This record from the OMol25 dataset describes 2 unconnected molecules or ions with the total composition H4NOPS2 at a distorted geometry. The level of theory is wB97M-V/def2-TZVPD.

CARTESIAN COORDINATES (ANGSTROEM)
1 N 1.0529 -1.3061 1.1866
2 O 1.1370 0.7242 -1.3236
3 P -0.1298 -0.0525 -0.7096
4 S -1.1569 -1.0674 -2.0337
5 S -1.1554 1.6483 0.2687
6 H 1.0262 -0.7500 2.0426
7 H 0.2727 -1.9576 1.2671
8 H 1.4592 1.4304 -0.7743
9 H -2.5059 1.3307 0.0763

Forces on the atoms, in the same order (eV/Å):
-1.156 1.107 -2.511
-0.666 -0.975 -0.226
-0.084 -0.598 1.276
1.034 0.692 1.448
-0.581 -1.018 -0.377
-0.369 0.373 -0.194
-0.036 -0.078 0.085
0.398 0.556 0.516
1.462 -0.059 -0.018

As for the HOMO-LUMO gap (alpha / beta): 7.6 / 7.6 eV. The calculation puts the energy above the lowest of the compared OMol25 structures with the same formula, charge and spin at 3.1763 eV. The strongest force on any atom comes out at 2.98 eV/A.


This record from the OMol25 dataset describes 8 unconnected molecules or ions with the total composition C24H69O29P7 at a distorted geometry. The level of theory is wB97M-V/def2-TZVPD.

CARTESIAN COORDINATES (ANGSTROEM)
1 C -1.7824 -0.5493 2.5053
2 O -2.8814 -0.4133 1.7693
3 P -2.7204 0.0547 0.2703
4 O -2.2074 1.4117 0.2323
5 O -1.7434 -0.7943 -0.5037
6 C -1.5544 -0.7293 -1.8647
7 O -4.1034 0.0847 -0.4857
8 C -5.1494 0.9067 0.0153
9 H -1.0434 -1.0583 2.0163
10 H -1.8034 -1.1713 3.4093
11 H -1.3814 0.5117 2.5873
12 H -2.3134 -1.0753 -2.4297
13 H -0.6934 -1.2843 -2.2247
14 H -1.4064 0.3197 -2.3527
15 H -6.0244 0.9497 -0.4607
16 H -4.7214 2.0147 0.0053
17 H -5.2594 0.6247 1.0163
18 C 1.9896 -1.3543 3.3603
19 O 2.1916 -1.1013 2.0733
20 P 2.5466 0.4327 1.4653
21 O 1.9406 1.3357 2.4353
22 O 4.1296 0.7227 1.5443
23 C 4.9356 0.9737 0.4743
24 O 1.9886 0.6017 0.0403
25 C 0.9916 1.5847 -0.2227
26 H 1.9086 -2.4313 3.6973
27 H 1.1376 -0.8273 3.5203
28 H 2.7466 -0.9793 3.9293
29 H 5.9906 0.6247 0.8133
30 H 4.6536 1.9827 0.3673
31 H 4.7766 0.4687 -0.4907
32 H 1.2616 2.4447 0.0223
33 H 0.1656 1.3267 0.2643
34 H 0.9356 1.4397 -1.1787
35 C 5.8466 0.0857 -6.3197
36 O 4.6566 0.3337 -5.5637
37 P 3.2986 -0.4733 -5.7287
38 O 3.5546 -1.4113 -6.8667
39 O 3.1136 -1.3493 -4.4177
40 C 2.4976 -0.9093 -3.1907
41 O 1.9816 0.3927 -6.1287
42 C 0.7036 -0.2303 -6.3537
43 H 6.2666 -1.0673 -6.0827
44 H 6.4636 0.7947 -5.9887
45 H 5.4736 0.4467 -7.3627
46 H 1.8396 -0.0033 -3.4337
47 H 3.3186 -0.5713 -2.5077
48 H 1.9086 -1.7353 -2.6397
49 H 0.2156 0.3807 -7.1197
50 H 0.2326 -0.3413 -5.4717
51 H 0.8466 -1.2083 -6.6697
52 C -3.9264 2.8877 4.2883
53 O -3.6924 3.0747 2.8983
54 P -3.9534 4.4817 2.2403
55 O -4.4974 5.4277 3.2053
56 O -2.4134 4.9627 2.1323
57 C -1.4674 4.0987 1.4283
58 O -4.6504 4.5217 0.8133
59 C -5.5034 5.5107 0.3753
60 H -4.8354 2.6097 4.5403
61 H -3.4784 3.7347 4.8463
62 H -3.3014 2.0857 4.5803
63 H -1.6174 3.1147 2.0353
64 H -0.5154 4.4877 1.2063
65 H -1.9004 3.6627 0.4793
66 H -4.9844 6.4447 0.5313
67 H -6.3324 5.5197 1.1333
68 H -5.8714 5.5957 -0.7397
69 C 4.5486 -4.0353 -2.3907
70 O 4.1596 -4.3153 -1.1407
71 P 3.2536 -3.3843 -0.2437
72 O 3.6926 -2.0143 -0.4797
73 O 1.6966 -3.5123 -0.6437
74 C 0.6736 -2.7113 -0.0367
75 O 3.3756 -3.6953 1.3483
76 C 4.4946 -3.4863 1.9643
77 H 3.7836 -4.1113 -3.3247
78 H 5.5026 -4.5623 -2.6607
79 H 4.6556 -2.8903 -2.2337
80 H 0.6146 -3.0813 0.8463
81 H -0.3214 -2.9543 -0.4227
82 H 0.7166 -1.6863 -0.2307
83 H 4.6166 -2.2743 1.8493
84 H 5.2826 -3.8663 1.4053
85 H 4.4516 -3.9683 3.0243
86 C -2.0004 -6.1863 5.5723
87 O -2.2354 -6.0083 4.1603
88 P -1.1034 -5.5643 3.1443
89 O -0.8134 -4.1983 3.5633
90 O 0.1356 -6.4443 3.4843
91 C 1.4846 -5.9763 3.2293
92 O -1.5464 -5.6123 1.6583
93 C -0.6814 -6.1663 0.5533
94 H -2.8804 -6.2453 6.1033
95 H -1.7434 -5.2873 6.1603
96 H -1.2414 -6.9053 5.6783
97 H 1.5216 -5.2933 3.9463
98 H 1.6166 -5.6993 2.2583
99 H 2.2316 -6.6283 3.5643
100 H -0.1784 -7.1863 0.7493
101 H 0.0916 -5.2513 0.3203
102 H -1.3054 -6.1123 -0.4657
103 C -4.6224 3.7527 -5.9917
104 O -3.7954 2.6007 -5.5927
105 P -2.5304 3.1377 -4.7217
106 O -1.7784 4.1867 -5.5417
107 O -3.1494 3.9407 -3.4297
108 C -2.9634 3.4917 -2.1007
109 O -1.4674 1.9767 -4.3857
110 C -0.0884 2.2987 -4.3187
111 H -5.4174 4.0377 -5.3607
112 H -5.1094 3.5687 -6.9837
113 H -3.9774 4.7087 -6.2627
114 H -1.9034 3.1857 -2.0767
115 H -3.6654 2.7447 -2.0297
116 H -3.2834 4.2087 -1.4157
117 H 0.3536 2.8417 -5.2467
118 H 0.5776 1.5367 -4.2657
119 H 0.1146 3.0007 -3.3887
120 C 0.1996 3.8127 4.5033
121 C 0.4366 2.5647 5.4693
122 C 1.8376 2.3667 6.0053
123 O -0.5044 2.0167 5.8483
124 H 0.8036 3.5647 3.5063
125 H 0.5356 4.5237 5.0863
126 H -0.8744 3.9817 4.1703
127 H 2.4446 2.1587 5.1913
128 H 2.0386 1.4567 6.6383
129 H 2.4566 3.2487 6.6123

Forces on the atoms, in the same order (eV/Å):
3.340 2.393 2.944
-4.408 -1.594 -3.131
-1.639 4.053 1.101
0.765 1.978 0.346
1.074 -3.348 -0.131
2.853 3.027 -2.158
-0.430 -2.221 -0.645
5.030 3.632 1.885
2.159 -1.442 -1.860
-1.104 0.762 0.163
-0.035 -1.254 1.035
-3.119 -1.526 -1.300
0.371 -0.256 0.746
-0.139 -1.200 1.641
-3.083 -0.814 -2.555
-0.952 -2.102 0.192
-0.697 -0.147 1.630
-0.454 -2.290 2.094
2.403 1.159 -7.287
0.157 -1.233 4.421
-0.788 1.080 0.482
-3.161 -3.213 1.250
2.797 -0.917 -1.086
1.825 -1.674 -0.261
0.704 -5.644 0.887
-0.199 0.818 -1.261
-2.887 1.112 2.019
2.195 1.271 1.933
-1.485 1.469 -0.772
1.559 1.889 -1.112
-0.565 -0.365 0.559
2.609 7.520 2.103
-3.707 -0.920 1.837
-1.145 -0.058 -5.754
-2.979 -3.838 -2.454
-2.059 1.096 2.310
1.146 -3.362 -4.426
-0.632 0.453 1.108
-0.994 0.545 0.626
-0.282 1.147 0.829
1.861 0.807 1.900
1.896 1.261 -2.274
-1.265 3.292 -1.293
2.869 2.465 1.435
1.537 -1.735 1.178
0.604 -1.328 0.584
-0.883 -0.341 -0.427
0.989 1.153 -1.340
-0.140 -0.227 0.481
-2.122 0.342 3.031
0.424 -1.816 -1.247
5.158 1.852 -0.028
-1.249 -1.100 -1.909
2.112 2.644 2.111
-1.571 0.355 0.011
0.400 0.006 -2.222
-3.863 -3.875 0.446
2.008 -3.528 -0.327
-2.261 2.703 0.259
-4.730 -0.572 0.847
-0.963 -0.204 -0.246
0.834 -1.103 0.005
1.796 1.525 -0.861
1.022 0.777 0.588
0.313 1.135 0.561
0.022 0.596 -0.047
0.163 0.220 -1.271
0.951 -1.399 2.126
0.480 3.986 -4.524
-2.699 -3.618 4.318
-0.986 2.278 0.542
0.499 1.335 -0.025
1.609 -1.361 -0.561
-0.928 -0.149 -4.906
-6.290 -2.983 -4.987
3.403 4.158 3.731
1.303 -0.433 2.532
-0.999 0.554 0.449
0.837 -1.440 -1.666
-0.255 -0.984 6.559
0.311 -0.629 -0.820
1.022 1.623 0.335
0.393 -2.581 1.466
2.025 -1.016 -0.555
0.267 1.332 -1.730
1.280 2.307 -0.774
-0.870 -1.491 -0.683
0.254 2.952 3.181
0.755 1.823 -0.629
0.423 -2.891 -1.048
-1.986 -2.027 0.779
0.253 -2.353 -1.944
0.475 2.632 -1.853
-2.518 -1.855 0.340
1.168 0.482 -1.253
0.490 -1.195 0.628
0.795 4.207 2.186
0.423 1.074 -2.492
0.576 -2.046 0.016
-1.058 1.831 -0.083
-1.369 -2.702 0.835
0.976 -0.674 2.674
1.531 1.757 -3.284
0.234 0.528 1.392
2.129 5.259 -2.807
-1.489 -2.097 1.628
0.363 -0.747 -2.328
1.789 -0.550 -1.622
-1.757 -0.876 0.346
0.587 5.721 0.101
-0.493 -0.175 1.474
0.611 -0.685 0.855
-0.946 -2.125 1.065
-0.663 -0.080 1.142
-0.999 -2.531 0.955
0.132 1.638 0.970
-1.540 -0.469 1.423
0.944 -3.238 0.590
-0.428 -1.295 -1.864
-0.676 -5.689 -4.552
2.167 4.569 -1.659
1.938 0.655 2.958
-3.827 -3.527 1.931
-0.883 1.057 2.212
1.967 4.399 2.175
1.299 -0.512 0.888
1.338 -0.055 -1.973
-1.088 0.827 -0.341
-2.259 -1.791 -1.733

As for the HOMO-LUMO gap: 9.0 eV. The calculation puts the energy above the lowest of the compared OMol25 structures with the same formula, charge and spin at 14.2541 eV. The strongest force on any atom comes out at 8.56 eV/A.


This record from the OMol25 dataset describes 2 unconnected molecules or ions with the total composition C3H9NO at a distorted geometry. The level of theory is wB97M-V/def2-TZVPD.

CARTESIAN COORDINATES (ANGSTROEM)
1 C -2.9616 2.7419 1.3641
2 C -2.4024 3.8234 1.8961
3 H -4.0336 2.8051 1.1823
4 H -2.6342 1.7234 1.2134
5 H -3.0207 4.6090 2.3120
6 H -1.3454 4.0585 1.8976
7 N 1.3607 -1.5833 -0.7895
8 C 1.7982 -2.7799 -1.5301
9 O 3.2086 -2.9205 -1.2752
10 H 2.1556 -0.9874 -0.9938
11 H 1.4043 -1.7052 0.2165
12 H 1.2087 -3.6143 -1.1669
13 H 1.7071 -2.4812 -2.5686
14 H 3.5546 -3.6894 -1.7580

Forces on the atoms, in the same order (eV/Å):
-1.379 0.160 0.520
0.386 -0.052 -0.367
-0.097 -0.107 0.463
1.076 0.365 -0.571
-0.173 0.220 -0.573
0.190 -0.586 0.527
0.711 -0.502 -0.694
0.332 1.733 1.256
-0.086 -0.844 -0.071
-0.258 0.783 0.152
-0.037 -0.420 -0.015
0.025 -0.410 -0.470
-0.516 -0.662 -0.334
-0.172 0.323 0.177

As for the HOMO-LUMO gap: 10.8 eV. The calculation puts the energy above the lowest of the compared OMol25 structures with the same formula, charge and spin at 2.3492 eV. The strongest force on any atom comes out at 2.17 eV/A.


Copy entry 3 word for word.
This record from the OMol25 dataset describes C14H14N2O3 in the gas phase at a distorted geometry. The level of theory is wB97M-V/def2-TZVPD.

CARTESIAN COORDINATES (ANGSTROEM)
1 C -1.5518 4.3858 -3.2237
2 C -1.1715 3.3140 -3.6354
3 C -0.6986 2.0106 -4.1366
4 O -1.3980 0.9086 -3.5085
5 N -0.7614 0.4034 -2.3285
6 C -1.3689 -0.4978 -1.6001
7 C -2.7337 -1.0313 -2.0182
8 C -0.7492 -0.9838 -0.3336
9 C -1.1774 -2.1402 0.3270
10 C -0.5686 -2.5775 1.4900
11 C 0.4615 -1.8840 2.1000
12 C 0.9121 -0.6920 1.4816
13 C 0.3131 -0.2775 0.2597
14 N 1.8919 0.0687 2.1262
15 C 2.2190 1.4338 1.6494
16 C 2.5054 -0.4374 3.2677
17 O 3.4394 0.1611 3.8479
18 C 1.9659 -1.6478 3.9790
19 O 0.9559 -2.3891 3.2680
20 H -1.9175 5.3296 -2.8373
21 H -0.7862 1.9666 -5.2537
22 H 0.3811 1.9054 -3.9065
23 H -3.1440 -0.5278 -2.9082
24 H -3.4167 -0.9599 -1.1475
25 H -2.5353 -2.0555 -2.3052
26 H -2.0067 -2.7214 -0.1019
27 H -0.9699 -3.4764 1.9408
28 H 0.6831 0.6093 -0.2430
29 H 2.6356 1.9887 2.4695
30 H 1.3160 2.0184 1.3152
31 H 2.9463 1.3686 0.8450
32 H 2.7833 -2.3274 4.1993
33 H 1.5455 -1.2461 4.9217

Forces on the atoms, in the same order (eV/Å):
0.079 -0.480 -0.121
-0.319 0.744 0.266
0.885 -0.326 0.669
-0.589 -0.956 0.336
0.784 0.047 0.883
-0.815 1.841 -2.446
0.413 0.366 0.403
0.862 0.239 0.356
-0.493 0.158 -0.931
-0.412 -0.273 0.028
-0.036 0.488 -0.427
-1.138 -0.383 -0.772
0.376 -0.360 0.764
0.457 0.171 0.871
-0.709 -0.193 -0.083
1.796 2.465 0.662
-1.881 -1.133 -1.423
-0.881 0.044 -0.637
0.209 0.316 -0.009
0.291 -0.650 -0.299
-0.353 -0.335 1.086
-0.500 0.065 -0.072
0.293 0.007 0.620
0.213 -0.278 -0.658
-0.450 -0.531 0.104
0.462 0.231 0.343
0.255 0.012 0.211
-0.083 -0.095 0.117
0.386 0.002 0.359
0.708 -1.028 0.259
-0.002 0.162 -0.135
0.054 0.021 0.059
0.136 -0.359 -0.384

As for the HOMO-LUMO gap: 8.8 eV. The calculation puts the energy above the lowest of the compared OMol25 structures with the same formula, charge and spin at 5.1461 eV. The strongest force on any atom comes out at 3.17 eV/A.